# 1
DFT (ωB97M-V/def2-TZVPD) results for C39H40F6MgOP2 as an isolated structure in a non-equilibrium geometry.

Summary:
- total energy (eV) = -83460.301
- HOMO (alpha / beta) (eV) = -5.79 / -5.44
- charge = 0
- energy above the lowest of the compared OMol25 structures with the same formula, charge and spin (kJ/mol) = 0.0
- lowest unoccupied orbital energy (alpha / beta) (eV) = 0.047 / 0.219
- gap between HOMO and LUMO (alpha / beta) (eV) = 5.8 / 5.7

Each line ends with the Mulliken charge.
Geometry (Å):
Mg  -1.13  2.04  -1.31  1.127
C  -1.90  2.04  -3.38  -0.371
C  -1.83  0.72  -3.07  -0.739
C  -0.71  -0.19  -3.44  0.085
C  0.63  0.56  -3.39  -1.972
C  0.66  1.60  -2.31  1.028
C  0.47  2.97  -2.31  -0.568
C  -0.12  3.74  -3.47  -0.923
C  -0.98  2.76  -4.30  -1.003
C  2.15  -0.82  2.59  -1.176
H  -2.77  2.66  -3.14  0.746
H  -2.73  0.20  -2.74  0.703
H  -0.91  -0.66  -4.42  0.482
H  -0.62  -1.05  -2.76  -0.265
H  1.43  -0.16  -3.17  0.557
H  0.89  0.91  -4.39  0.364
H  1.11  1.20  -1.40  0.279
H  0.99  3.59  -1.56  0.401
H  0.64  4.28  -4.07  0.411
H  -0.80  4.52  -3.08  0.310
H  -1.59  3.31  -5.03  0.530
H  -0.28  2.13  -4.85  0.244
H  1.28  -0.21  2.88  0.056
H  3.09  -0.40  3.02  0.570
H  2.08  -1.85  3.00  0.375
P  -1.43  -2.10  0.91  0.811
P  2.37  -0.92  0.80  2.404
C  -0.13  -1.89  -0.29  -0.916
C  1.24  -1.85  -0.19  -0.884
C  -2.29  -3.61  0.99  0.656
C  -2.37  -4.39  -0.16  -0.539
C  -3.37  -5.37  -0.21  -0.624
C  -4.22  -5.57  0.88  -0.516
C  -4.09  -4.81  2.05  -0.380
C  -3.13  -3.81  2.11  -0.696
C  -2.79  -1.05  0.23  0.204
C  -2.40  0.12  -0.42  0.240
C  -3.33  1.14  -0.70  0.983
C  -4.69  0.87  -0.51  -1.473
C  -5.11  -0.31  0.07  -1.116
C  -4.17  -1.27  0.44  -0.384
C  3.99  -1.75  0.83  0.272
C  4.06  -3.13  1.12  -0.462
C  5.31  -3.75  1.30  -0.703
C  6.49  -3.00  1.15  -0.415
C  6.42  -1.64  0.85  -0.776
C  5.17  -1.02  0.73  -0.449
C  2.77  0.75  0.21  -0.336
C  2.55  1.89  0.99  -0.050
C  2.92  3.16  0.53  -0.384
C  3.65  3.29  -0.64  -0.889
C  3.87  2.17  -1.44  -0.758
C  3.41  0.92  -1.05  0.157
H  -0.54  -1.97  -1.31  0.442
H  1.77  -2.46  -0.92  0.582
H  -1.75  -4.17  -1.03  0.368
H  -3.49  -5.98  -1.12  0.368
H  -5.00  -6.34  0.81  0.364
H  -4.77  -4.99  2.88  0.384
H  -3.10  -3.13  2.95  0.429
H  -1.34  0.14  -0.73  -0.666
H  -3.03  2.14  -1.10  0.445
H  -5.39  1.69  -0.70  0.366
H  -6.16  -0.48  0.27  0.409
H  -4.49  -2.15  0.98  0.275
H  3.14  -3.71  1.24  0.415
H  5.36  -4.80  1.59  0.378
H  7.45  -3.48  1.30  0.369
H  7.34  -1.05  0.76  0.400
H  5.16  0.06  0.56  0.241
H  2.14  1.77  1.99  -0.009
H  2.64  4.03  1.12  0.410
H  4.03  4.26  -0.93  0.375
H  4.40  2.27  -2.38  0.461
H  3.56  0.03  -1.68  0.470
C  -0.03  3.00  3.02  -1.789
C  -1.11  2.19  2.33  0.644
O  -0.92  2.01  1.01  -1.060
C  -1.26  0.87  3.28  0.193
F  -0.37  0.87  4.33  -0.354
F  -2.46  0.65  3.86  -0.351
F  -0.96  -0.27  2.57  0.180
C  -2.51  2.93  2.66  0.572
F  -2.67  3.21  3.99  -0.303
F  -2.52  4.11  1.99  -0.264
F  -3.61  2.19  2.30  -0.205
H  0.89  2.42  3.14  0.342
H  -0.31  3.24  4.04  0.503
H  0.13  3.91  2.46  0.390

***

# 2
DFT (ωB97M-V/def2-TZVPD) results for a 2-piece molecular cluster, C39H40N3O overall in a non-equilibrium geometry.

Summary:
- total energy (eV) = -47602.213
- HOMO (eV) = -9.60
- charge = +1
- energy above the lowest of the compared OMol25 structures with the same formula, charge and spin (kJ/mol) = 41.1
- lowest unoccupied orbital energy (eV) = -4.775
- gap between HOMO and LUMO (eV) = 4.8

Each line ends with the Mulliken charge.
Geometry (Å):
C  1.27  3.54  -1.53  -1.012
N  0.09  3.27  -0.75  0.194
C  -0.92  2.45  -1.21  0.420
O  -0.88  1.71  -2.18  -0.706
C  -2.05  2.53  -0.18  -0.661
C  -3.09  3.56  -0.64  -0.309
C  -4.15  3.10  -1.62  0.176
C  -5.15  4.04  -1.94  -0.443
C  -6.18  3.70  -2.82  -0.571
C  -6.20  2.43  -3.40  -0.387
C  -5.18  1.51  -3.12  -0.796
C  -4.13  1.85  -2.25  -0.193
N  -1.28  3.00  0.97  0.016
C  -1.31  2.47  2.22  -0.276
C  -1.47  1.13  2.52  -1.009
C  -2.34  0.70  3.58  0.897
C  -3.13  -0.49  3.52  -0.373
C  -3.80  -0.95  4.65  -0.247
C  -3.78  -0.21  5.83  -0.621
C  -3.15  1.04  5.86  -0.674
C  -2.44  1.49  4.75  -0.522
C  -0.26  3.92  0.48  0.948
C  -0.76  5.34  0.14  -0.789
C  0.46  6.25  0.27  -0.802
C  1.48  5.50  1.16  -0.730
C  0.89  4.13  1.48  -1.254
H  1.40  2.72  -2.24  0.391
H  1.20  4.49  -2.08  0.303
H  2.14  3.60  -0.85  0.279
H  -2.52  1.56  0.02  0.844
H  -3.57  4.03  0.23  0.602
H  -2.57  4.38  -1.15  -0.143
H  -5.10  5.03  -1.49  0.376
H  -6.95  4.44  -3.04  0.364
H  -7.02  2.15  -4.07  0.364
H  -5.19  0.51  -3.57  0.361
H  -3.30  1.16  -2.10  0.342
H  -1.15  3.22  3.01  0.377
H  -1.08  0.37  1.83  0.638
H  -3.18  -1.06  2.59  0.422
H  -4.36  -1.89  4.60  0.426
H  -4.28  -0.61  6.72  0.400
H  -3.23  1.68  6.74  0.407
H  -1.89  2.43  4.77  0.340
H  -1.20  5.41  -0.86  0.284
H  -1.54  5.61  0.88  0.339
H  0.89  6.42  -0.72  0.263
H  0.18  7.22  0.70  0.462
H  2.45  5.41  0.67  0.319
H  1.62  6.06  2.08  0.437
H  0.44  4.19  2.48  0.278
H  1.58  3.29  1.47  0.484
C  4.64  0.02  6.39  -0.867
N  3.48  -0.72  5.92  0.195
C  2.43  -0.17  5.25  -0.862
C  1.55  -1.21  4.84  0.172
C  0.49  -1.14  3.93  -0.192
C  0.12  -2.35  3.20  0.393
C  1.05  -3.00  2.33  -0.058
C  0.79  -4.25  1.80  -0.719
C  -0.40  -4.93  2.13  -0.453
C  -1.34  -4.30  2.96  -0.850
C  -1.10  -3.01  3.42  -0.217
C  2.09  -2.45  5.45  0.747
C  1.69  -3.77  5.52  -0.083
C  2.54  -4.74  6.07  -0.852
C  3.79  -4.38  6.60  -0.675
C  4.19  -3.03  6.62  -0.898
C  3.31  -2.10  6.05  0.362
H  5.38  -0.69  6.76  0.276
H  5.05  0.62  5.57  0.352
H  4.36  0.69  7.21  0.337
H  2.39  0.89  5.02  0.617
H  0.03  -0.17  3.76  0.163
H  2.00  -2.50  2.13  0.462
H  1.51  -4.72  1.13  0.416
H  -0.60  -5.92  1.73  0.422
H  -2.26  -4.81  3.22  0.439
H  -1.85  -2.52  4.04  0.582
H  0.71  -4.05  5.13  0.460
H  2.23  -5.79  6.10  0.432
H  4.44  -5.14  7.02  0.411
H  5.13  -2.71  7.05  0.257

***

# 3
DFT (ωB97M-V/def2-TZVPD) results for a 3-piece molecular cluster, C39H41BFN2O12P2 overall in a non-equilibrium geometry.

Summary:
- total energy (eV) = -90630.466
- HOMO (eV) = -3.46
- charge = -1
- lowest unoccupied orbital energy (eV) = 0.175
- gap between HOMO and LUMO (eV) = 3.6

Each line ends with the Mulliken charge.
Geometry (Å):
N  -2.23  -2.60  6.21  -0.713
C  -1.91  -2.08  4.83  0.332
O  -1.81  -2.93  3.94  -0.390
C  -1.79  -0.48  4.67  -0.553
C  -2.27  0.15  3.32  -1.297
P  -1.09  0.38  1.84  1.083
F  -0.63  -1.33  1.79  -0.514
C  -2.60  0.04  0.66  -1.485
C  -2.64  -1.43  0.02  -0.125
C  -3.35  -2.57  0.89  -0.440
C  -2.41  -3.89  0.80  -0.449
O  -2.17  -4.28  -0.60  -0.222
C  -0.79  -4.55  -0.80  0.263
O  -0.17  -4.30  -1.85  -0.480
C  0.48  0.68  2.89  -0.890
C  1.48  -0.51  3.14  -0.752
O  1.13  -1.48  4.17  -0.189
C  1.91  -2.62  3.89  0.334
O  2.92  -2.93  4.56  -0.575
B  -1.54  2.30  1.92  1.645
O  -1.15  3.16  3.05  -0.799
O  -2.32  3.00  0.91  -0.646
P  0.01  0.82  -0.05  -0.102
N  0.53  2.49  -0.17  -0.495
O  1.56  -0.02  -0.07  -0.564
H  -3.22  -2.32  6.33  0.280
H  -1.63  -2.16  6.91  0.298
H  -2.57  -0.12  5.46  0.462
H  -0.81  -0.18  5.14  0.235
H  -2.77  1.16  3.57  0.258
H  -3.16  -0.50  2.98  0.242
H  -3.60  0.42  1.05  0.431
H  -2.41  0.70  -0.28  0.486
H  -1.65  -1.76  -0.46  -0.117
H  -3.33  -1.32  -0.91  0.471
H  -3.48  -2.36  2.00  0.103
H  -4.39  -2.88  0.50  0.379
H  -2.94  -4.77  1.29  0.250
H  -1.40  -3.72  1.31  0.139
H  -0.24  -5.05  0.07  0.384
H  1.09  1.47  2.30  0.153
H  0.30  1.19  3.90  0.449
H  1.83  -1.11  2.24  0.292
H  2.46  -0.01  3.53  0.292
H  1.62  -3.25  2.97  0.294
H  -0.65  3.92  2.67  0.188
H  -1.87  3.86  0.76  0.215
H  -0.13  3.13  -0.59  0.308
H  1.09  2.87  0.60  0.250
H  1.28  -0.96  -0.22  0.328
C  3.98  5.65  5.17  -0.607
C  4.79  6.75  5.48  -0.416
C  4.63  7.95  4.81  -0.626
C  3.66  8.06  3.81  0.424
C  2.87  6.96  3.48  0.138
C  3.02  5.76  4.17  -0.688
C  1.87  7.05  2.38  0.472
O  1.18  6.09  2.10  -0.634
C  1.74  8.32  1.64  0.179
C  0.85  8.41  0.57  -0.550
C  0.71  9.60  -0.13  -0.535
C  1.45  10.72  0.24  -0.437
C  2.35  10.64  1.31  -0.588
C  2.50  9.44  2.00  0.342
C  3.48  9.35  3.11  0.498
O  4.13  10.33  3.43  -0.696
H  4.11  4.72  5.70  0.423
H  5.55  6.66  6.26  0.387
H  5.25  8.80  5.06  0.452
H  2.40  4.90  3.93  0.713
H  0.27  7.54  0.27  0.474
H  0.02  9.66  -0.96  0.399
H  1.34  11.65  -0.30  0.389
H  2.93  11.51  1.59  0.453
C  1.51  -5.83  -10.04  -0.453
C  1.04  -7.10  -10.36  -0.446
C  0.17  -7.76  -9.49  -0.535
C  -0.21  -7.15  -8.29  0.147
C  0.29  -5.89  -7.96  0.154
C  1.14  -5.23  -8.85  -0.535
C  -0.07  -5.25  -6.67  0.544
O  0.36  -4.15  -6.39  -0.651
C  -0.95  -5.98  -5.73  0.214
C  -1.25  -5.42  -4.49  -0.811
C  -2.09  -6.10  -3.61  -0.245
C  -2.64  -7.33  -3.97  -0.792
C  -2.33  -7.89  -5.20  -0.501
C  -1.48  -7.23  -6.08  0.151
C  -1.14  -7.85  -7.38  0.685
O  -1.62  -8.93  -7.69  -0.690
H  2.18  -5.32  -10.72  0.387
H  1.34  -7.58  -11.28  0.386
H  -0.20  -8.75  -9.74  0.450
H  1.52  -4.24  -8.60  0.465
H  -0.83  -4.46  -4.21  0.619
H  -2.32  -5.66  -2.64  0.595
H  -3.29  -7.85  -3.28  0.400
H  -2.76  -8.85  -5.47  0.451

***

# 4
DFT (ωB97M-V/def2-TZVPD) results for a 8-piece molecular cluster, C39H41Cl2N7O4 overall in a non-equilibrium geometry.

Summary:
- total energy (eV) = -84765.612
- HOMO (eV) = -9.48
- charge = 0
- lowest unoccupied orbital energy (eV) = -0.211
- structure (SMILES) = C[C@@H](Cl)[C@H](Cl)OC(=O)OO.c1ccncc1.c1ccncc1.c1ccncc1.c1ccncc1.c1ccncc1.c1ccncc1.c1ccncc1
- gap between HOMO and LUMO (eV) = 9.3

Each line ends with the Mulliken charge.
Geometry (Å):
C  2.95  -1.22  4.18  -0.983
C  1.32  -1.34  3.81  0.071
Cl  0.67  -2.71  4.89  -0.113
C  0.68  0.14  4.12  -0.271
Cl  0.28  0.40  5.91  -0.116
O  -0.49  0.49  3.31  -0.227
C  -1.52  -0.56  3.31  0.545
O  -1.58  -1.33  2.19  -0.539
O  -2.49  -0.78  4.41  -0.037
O  -2.52  -2.02  4.79  -0.310
H  3.03  -0.56  5.15  0.278
H  3.37  -2.31  4.41  0.312
H  3.55  -0.75  3.27  0.300
H  1.25  -1.64  2.68  0.341
H  1.53  0.93  3.85  0.383
H  -2.85  -2.63  4.06  0.346
C  -4.16  2.07  0.76  -0.347
C  -5.45  2.57  0.67  -0.568
C  -6.22  2.60  1.82  -0.358
N  -5.80  2.16  3.02  -0.590
C  -4.54  1.67  3.08  -0.172
C  -3.69  1.61  1.99  0.462
H  -3.52  2.03  -0.11  0.439
H  -5.84  2.94  -0.27  0.404
H  -7.24  2.99  1.80  0.443
H  -4.23  1.32  4.06  0.479
H  -2.69  1.21  2.10  -0.170
C  -0.66  3.45  -1.17  -0.390
C  0.52  3.78  -1.82  0.056
C  1.69  3.16  -1.41  -0.460
N  1.76  2.26  -0.41  -0.466
C  0.59  1.95  0.21  -0.584
C  -0.63  2.52  -0.13  0.594
H  -1.60  3.91  -1.46  0.425
H  0.53  4.50  -2.63  0.191
H  2.64  3.38  -1.89  0.355
H  0.67  1.23  1.01  0.652
H  -1.53  2.24  0.40  -0.370
C  4.18  -0.32  -2.83  -0.233
C  4.82  -1.38  -3.46  -0.414
C  4.17  -2.61  -3.50  -0.284
N  2.96  -2.83  -2.95  -0.566
C  2.36  -1.78  -2.35  -0.323
C  2.93  -0.52  -2.26  0.033
H  4.66  0.65  -2.78  0.468
H  5.80  -1.26  -3.91  0.326
H  4.63  -3.47  -3.98  0.348
H  1.39  -1.99  -1.92  0.416
H  2.40  0.29  -1.76  0.223
C  0.09  -8.42  5.35  -0.150
C  -0.37  -7.85  4.16  -0.402
C  0.33  -6.78  3.64  -0.193
N  1.44  -6.25  4.21  -0.444
C  1.86  -6.82  5.35  -0.155
C  1.23  -7.90  5.96  -0.412
H  -0.43  -9.26  5.79  0.353
H  -1.25  -8.23  3.66  0.358
H  0.02  -6.30  2.71  0.360
H  2.75  -6.38  5.79  0.344
H  1.61  -8.32  6.88  0.353
C  -1.20  6.63  -7.09  -0.117
C  -1.76  5.36  -6.96  -0.447
C  -1.30  4.55  -5.94  -0.252
N  -0.34  4.92  -5.06  -0.331
C  0.18  6.15  -5.21  -0.019
C  -0.22  7.04  -6.20  -0.582
H  -1.54  7.30  -7.88  0.359
H  -2.53  5.01  -7.64  0.344
H  -1.70  3.55  -5.79  0.366
H  0.95  6.42  -4.49  0.333
H  0.23  8.02  -6.28  0.339
C  -9.21  1.01  -1.83  -0.330
C  -8.98  0.32  -3.02  -0.302
C  -7.95  -0.61  -3.05  -0.227
N  -7.15  -0.87  -1.99  -0.557
C  -7.39  -0.18  -0.86  -0.251
C  -8.40  0.76  -0.73  -0.271
H  -10.01  1.74  -1.77  0.367
H  -9.59  0.49  -3.90  0.353
H  -7.73  -1.17  -3.95  0.356
H  -6.73  -0.41  -0.02  0.453
H  -8.56  1.28  0.21  0.409
C  9.38  -0.88  -1.53  -0.371
C  8.09  -0.37  -1.62  -0.249
C  7.31  -0.34  -0.47  -0.223
N  7.74  -0.78  0.73  -0.491
C  8.99  -1.27  0.79  -0.234
C  9.85  -1.34  -0.30  -0.304
H  10.02  -0.91  -2.41  0.355
H  7.70  0.00  -2.56  0.393
H  6.30  0.05  -0.49  0.426
H  9.31  -1.62  1.77  0.341
H  10.85  -1.74  -0.19  0.357